C30H40BN7O5OsS5 as an isolated structure, computed with ωB97M-V with the def2-TZVPD basis set.

Computed properties:
electronic energy: -109753.33674 eV
relative energy (zero: lowest compared OMol25 entry of this formula, charge and spin): 0.0 kJ/mol
largest force on an atom: 0.6 eV/Å
E_HOMO (spin up / spin down): -0.2791 / -0.2791 hartree
gap between HOMO and LUMO (spin up / spin down): 5.416 / 5.418 eV

Last column: Mulliken charge in e.
Positions of all 89 atoms, in Å:
Os1 0.602 0.301 -0.858  1.53
C1 4.785 3.291 2.465  -1.66
C2 3.472 3.196 1.690  1.29
C3 3.769 2.981 0.212  -1.80
C4 2.652 4.483 1.818  -1.56
N1 2.663 2.100 2.335  0.76
C5 2.196 2.284 3.626  -0.48
C6 1.497 1.188 3.964  -1.17
N2 1.520 0.323 2.893  0.01
B1 0.633 -0.935 2.956  0.84
N3 1.228 -2.133 2.170  0.10
C7 2.174 -2.945 2.742  -1.27
C8 2.551 -3.854 1.822  -0.30
N4 1.841 -3.593 0.668  0.62
C9 1.050 -2.519 0.900  -0.33
S1 -0.056 -1.808 -0.266  -0.15
C10 2.002 -4.365 -0.609  1.32
C11 2.971 -5.521 -0.368  -2.31
C12 0.653 -4.943 -1.031  -1.44
C13 2.592 -3.436 -1.661  -0.92
N5 -0.864 -0.748 2.546  0.35
C14 -1.790 -1.663 2.990  -1.24
C15 -3.005 -1.257 2.578  -0.51
N6 -2.835 -0.085 1.860  0.85
C16 -1.510 0.205 1.853  -0.17
S2 -0.681 1.469 1.008  -0.10
C17 -4.036 0.735 1.462  1.33
C18 -3.732 1.835 0.451  -2.24
C19 -5.059 -0.207 0.825  -1.62
C20 -4.586 1.357 2.744  -1.78
C21 2.243 0.893 1.902  0.21
S3 2.635 0.111 0.398  -0.62
H1 5.390 4.096 2.048  0.44
H2 5.347 2.360 2.376  0.36
H3 4.625 3.502 3.522  0.37
H4 4.250 3.897 -0.136  0.57
H5 2.866 2.830 -0.374  0.12
H6 4.452 2.153 0.040  0.43
H7 3.178 5.285 1.302  0.49
H8 2.508 4.798 2.851  0.40
H9 1.678 4.357 1.343  0.26
H10 2.414 3.167 4.194  0.55
H11 0.974 0.947 4.872  0.63
H12 0.607 -1.262 4.116  -0.23
H13 2.479 -2.816 3.764  0.62
H14 3.247 -4.664 1.904  0.53
H15 2.594 -6.227 0.375  0.50
H16 3.962 -5.175 -0.074  0.50
H17 3.079 -6.058 -1.309  0.46
H18 0.196 -5.490 -0.205  0.38
H19 0.815 -5.642 -1.853  0.48
H20 -0.033 -4.175 -1.381  0.18
H21 3.552 -3.040 -1.323  0.35
H22 1.925 -2.611 -1.888  -0.42
H23 2.751 -3.997 -2.583  0.51
H24 -1.505 -2.523 3.569  0.62
H25 -3.969 -1.695 2.747  0.59
H26 -3.228 1.451 -0.432  0.72
H27 -3.136 2.639 0.872  0.44
H28 -4.690 2.248 0.135  0.61
H29 -4.660 -0.638 -0.095  0.30
H30 -5.944 0.372 0.566  0.49
H31 -5.381 -1.010 1.486  0.43
H32 -3.847 2.022 3.193  0.36
H33 -4.861 0.595 3.475  0.37
H34 -5.475 1.942 2.510  0.45
O1 -5.241 2.436 -4.327  -0.69
C22 -4.219 1.873 -4.728  -0.12
O2 -3.838 1.506 -5.856  -0.67
C23 -3.190 1.513 -3.661  0.25
C24 -3.162 0.229 -3.119  -0.74
C25 -2.135 -0.140 -2.280  -0.61
N7 -1.157 0.708 -1.948  0.95
C26 -1.212 1.975 -2.397  0.58
C27 -2.203 2.409 -3.246  -0.53
C28 -0.132 2.892 -1.882  -0.22
O3 -0.108 4.065 -2.154  -0.69
O4 0.751 2.309 -1.089  -0.34
H35 -3.921 -0.493 -3.392  0.57
H36 -2.068 -1.140 -1.871  0.36
H37 -2.191 3.436 -3.585  0.64
C29 -0.475 0.161 -5.950  -0.78
O5 0.416 0.353 -4.818  -0.24
C30 0.611 -0.628 -3.979  0.52
S4 0.016 -2.139 -4.053  -0.18
S5 1.763 -0.120 -2.694  -0.43
H38 -0.445 1.104 -6.485  0.25
H39 -1.491 -0.027 -5.616  0.37
H40 -0.106 -0.659 -6.563  0.37



C30H40Br57N2OPS2 as an isolated structure in a non-equilibrium geometry, computed with ωB97M-V with the def2-TZVPD basis set.

Computed properties:
electronic energy: -4060158.60652 eV
largest force on an atom: 2.1 eV/Å
E_HOMO: -0.2843 hartree
gap between HOMO and LUMO: 7.323 eV

Last column: Mulliken charge in e.
Positions of all 133 atoms, in Å:
C1 0.750 1.284 6.122  -1.29
C2 -0.218 2.220 5.484  0.89
C3 -1.642 1.960 5.770  -1.41
N1 0.230 3.185 4.799  -0.38
P1 -0.426 3.420 3.234  -0.22
C4 1.053 3.221 2.163  -0.20
C5 1.517 1.791 2.370  0.42
C6 1.985 1.169 1.070  -1.53
S1 0.534 0.741 0.061  0.12
C7 0.456 -1.043 0.072  0.17
S2 1.473 -1.867 -0.897  -0.31
N2 -0.462 -1.724 0.829  0.22
C8 0.093 -2.566 1.857  -0.95
C9 0.162 -1.936 3.251  -0.55
O1 -0.311 -0.633 3.344  -0.30
C10 -1.539 -0.464 2.719  -0.40
C11 -1.584 -0.933 1.269  -0.77
H1 1.131 1.756 7.002  0.43
H2 0.241 0.403 6.440  0.34
H3 1.538 1.044 5.453  0.24
H4 -2.299 2.388 5.047  0.41
H5 -1.811 0.909 5.841  0.38
H6 -1.857 2.369 6.734  0.37
H7 -0.806 4.776 3.111  0.03
H8 0.774 3.374 1.147  0.55
H9 1.814 3.894 2.497  0.22
H10 0.647 1.241 2.643  -0.83
H11 2.228 1.677 3.158  0.59
H12 2.527 0.276 1.270  0.35
H13 2.606 1.870 0.572  0.66
H14 -0.504 -3.452 1.925  0.37
H15 1.061 -2.913 1.608  0.40
H16 -0.304 -2.573 3.979  0.38
H17 1.188 -1.891 3.541  0.40
H18 -2.348 -0.908 3.271  0.52
H19 -1.735 0.585 2.727  0.12
H20 -2.450 -1.552 1.170  0.33
H21 -1.769 -0.095 0.649  0.31
C12 -0.940 -0.572 -3.565  0.41
Br1 -2.249 0.019 -2.285  0.05
Br2 -1.697 -1.626 -4.977  -0.05
Br3 0.068 0.913 -4.253  -0.06
H22 -0.247 -1.209 -3.036  -0.39
C13 -3.188 4.054 -3.580  -0.36
Br4 -4.452 2.789 -4.294  -0.02
Br5 -3.917 5.836 -3.619  -0.05
Br6 -2.525 3.593 -1.840  0.05
H23 -2.331 4.050 -4.229  0.33
C14 0.153 -5.426 -5.034  -0.40
Br7 0.873 -4.123 -3.815  0.10
Br8 -0.035 -4.715 -6.812  -0.03
Br9 1.181 -7.049 -5.023  0.01
H24 -0.832 -5.674 -4.686  0.37
C15 2.155 7.328 1.990  -0.18
Br10 1.161 6.523 0.553  0.01
Br11 2.383 9.216 1.704  -0.01
Br12 1.369 6.968 3.711  -0.01
H25 3.136 6.888 1.989  0.18
C16 -5.744 -4.603 -0.011  -0.38
Br13 -6.607 -3.135 0.876  0.03
Br14 -3.926 -4.180 -0.447  0.05
Br15 -5.872 -6.224 1.016  -0.04
H26 -6.269 -4.770 -0.936  0.32
C17 0.002 -11.413 -5.222  -0.28
Br16 -0.630 -10.971 -6.982  -0.03
Br17 1.803 -10.804 -4.946  -0.01
Br18 -1.185 -10.767 -3.853  -0.01
H27 0.019 -12.485 -5.147  0.33
C18 -7.929 0.135 -2.487  -0.14
Br19 -7.141 1.282 -1.160  0.18
Br20 -7.792 0.885 -4.254  -0.05
Br21 -7.251 -1.658 -2.335  0.02
H28 -8.984 0.076 -2.273  0.08
C19 -8.597 3.410 1.740  -0.40
Br22 -6.940 2.619 2.319  -0.01
Br23 -9.999 2.096 1.608  0.09
Br24 -9.121 4.876 2.867  -0.04
H29 -8.434 3.803 0.751  0.36
C20 3.109 13.662 1.738  -0.29
Br25 3.123 15.485 1.127  -0.04
Br26 1.327 12.938 1.770  -0.03
Br27 4.309 12.560 0.713  -0.03
H30 3.468 13.664 2.751  0.37
C21 6.251 2.689 1.645  -0.34
Br28 7.573 3.348 0.416  0.06
Br29 5.029 4.073 2.189  -0.03
Br30 5.310 1.164 0.951  0.00
H31 6.775 2.365 2.527  0.38
C22 -11.067 -2.116 0.384  -0.02
Br31 -11.052 -4.034 0.511  -0.03
Br32 -12.510 -1.497 -0.721  0.02
Br33 -11.094 -1.290 2.123  0.03
H32 -10.148 -1.820 -0.095  0.00
C23 -10.864 2.104 5.269  0.27
Br34 -9.207 1.327 5.847  0.00
Br35 -12.282 0.805 5.249  -0.04
Br36 -11.330 3.653 6.307  -0.03
H33 -10.721 2.433 4.254  -0.27
C24 2.638 -10.631 -10.100  -0.33
Br37 1.478 -10.262 -11.590  -0.02
Br38 2.401 -9.353 -8.686  0.00
Br39 2.425 -12.435 -9.465  -0.02
H34 3.648 -10.535 -10.453  0.35
C25 -12.224 2.325 -3.311  -0.36
Br40 -13.076 0.676 -3.822  -0.04
Br41 -11.573 2.225 -1.503  0.03
Br42 -10.871 2.828 -4.576  -0.01
H35 -12.978 3.091 -3.344  0.36
C26 10.918 4.513 3.043  -0.38
Br43 11.625 2.914 2.240  0.00
Br44 10.427 5.817 1.724  -0.06
Br45 9.452 4.115 4.226  0.02
H36 11.702 4.941 3.642  0.41
C27 2.704 -13.081 -1.148  -0.32
Br46 1.347 -13.968 -2.187  -0.01
Br47 4.438 -13.238 -1.965  0.00
Br48 2.245 -11.247 -0.811  0.00
H37 2.753 -13.580 -0.198  0.33
C28 12.022 2.051 6.204  0.51
Br49 13.826 1.387 6.208  -0.02
Br50 10.741 0.636 6.420  0.00
Br51 11.772 3.439 7.514  -0.01
H38 11.847 2.488 5.237  -0.49
C29 8.541 1.480 -2.948  -0.32
Br52 8.133 0.224 -1.554  0.00
Br53 10.106 2.519 -2.525  -0.01
Br54 8.696 0.627 -4.662  -0.03
H39 7.714 2.166 -3.007  0.36
C30 12.093 -0.190 -7.135  -0.30
Br55 10.508 -0.813 -8.030  -0.02
Br56 13.677 -0.524 -8.173  -0.04
Br57 11.940 1.661 -6.645  0.00
H40 12.185 -0.753 -6.223  0.34



C30H40F21MgO15 as an isolated structure in a non-equilibrium geometry, computed with ωB97M-V with the def2-TZVPD basis set.

Computed properties:
electronic energy: -124983.32211 eV
net charge: +1
relative energy (zero: lowest compared OMol25 entry of this formula, charge and spin): 0.0 kJ/mol
largest force on an atom: 2.0 eV/Å
E_HOMO: -0.4050 hartree
gap between HOMO and LUMO: 8.455 eV

Last column: Mulliken charge in e.
Positions of all 107 atoms, in Å:
Mg1 -1.023 -2.437 0.350  2.22
C1 1.068 1.109 0.298  -0.58
C2 0.764 -0.010 1.293  0.19
O1 0.349 -1.180 0.658  -0.94
H1 1.709 0.770 -0.514  0.20
H2 1.426 1.987 0.842  0.48
H3 0.121 1.423 -0.157  -0.36
H4 -0.066 0.325 1.935  0.01
H5 1.666 -0.168 1.901  -0.12
C3 0.483 5.241 -0.360  -1.05
C4 0.453 4.248 -1.494  0.33
O2 -0.819 4.215 -2.191  -0.10
C5 -1.087 5.230 -2.986  0.30
O3 -0.447 6.226 -3.126  -0.54
C6 -2.406 5.000 -3.757  0.83
F1 -2.577 3.708 -4.060  -0.20
F2 -3.440 5.409 -3.007  -0.21
F3 -2.415 5.705 -4.885  -0.26
H6 -0.258 4.939 0.376  0.14
H7 0.248 6.249 -0.694  0.35
H8 1.467 5.280 0.103  0.48
H9 0.595 3.239 -1.109  -0.43
H10 1.229 4.375 -2.252  0.50
C7 8.619 -1.969 0.713  -0.90
C8 8.472 -0.622 1.395  -0.21
O4 7.287 -0.563 2.175  -0.28
C9 6.156 -0.310 1.559  0.25
O5 6.022 -0.095 0.388  -0.53
C10 4.953 -0.293 2.521  0.99
F4 5.312 -0.464 3.791  -0.28
F5 4.315 0.868 2.399  -0.25
F6 4.091 -1.271 2.197  -0.21
H11 9.240 -1.876 -0.184  0.32
H12 7.663 -2.375 0.387  0.22
H13 9.163 -2.722 1.285  0.30
H14 8.529 0.174 0.655  0.29
H15 9.313 -0.475 2.067  0.32
C11 -6.219 -0.413 0.314  -1.36
C12 -4.964 -1.212 0.567  0.43
O6 -4.496 -0.815 1.900  -0.23
C13 -3.286 -1.098 2.244  0.17
O7 -2.425 -1.553 1.526  0.39
C14 -2.990 -0.704 3.708  0.96
F7 -1.978 0.148 3.757  -0.21
F8 -4.047 -0.174 4.292  -0.23
F9 -2.654 -1.828 4.367  -0.25
H16 -6.657 -0.642 -0.658  0.43
H17 -5.984 0.651 0.311  0.26
H18 -6.969 -0.637 1.070  0.38
H19 -4.192 -1.044 -0.177  -0.24
H20 -5.176 -2.279 0.660  0.31
C15 -3.663 7.998 1.101  -1.33
C16 -2.864 7.276 0.053  -0.09
O8 -3.302 5.916 -0.117  -0.18
C17 -2.883 5.040 0.765  0.07
O9 -2.241 5.280 1.747  -0.54
C18 -3.312 3.604 0.406  1.17
F10 -4.001 3.054 1.409  -0.27
F11 -4.056 3.577 -0.706  -0.26
F12 -2.232 2.856 0.178  -0.23
H21 -3.452 7.553 2.070  0.31
H22 -4.723 7.904 0.867  0.31
H23 -3.390 9.051 1.115  0.43
H24 -1.796 7.325 0.265  0.21
H25 -2.998 7.709 -0.937  0.40
C19 -2.810 -3.584 -4.857  -1.53
C20 -2.569 -3.047 -3.489  0.67
O10 -2.274 -1.628 -3.583  -0.28
C21 -2.045 -0.992 -2.482  0.15
O11 -1.984 -1.485 -1.378  -1.09
C22 -1.792 0.518 -2.704  0.89
F13 -2.363 1.174 -1.697  -0.18
F14 -0.473 0.712 -2.691  -0.20
F15 -2.308 0.950 -3.845  -0.28
H26 -2.988 -4.654 -4.845  0.42
H27 -1.931 -3.394 -5.483  0.37
H28 -3.595 -3.044 -5.387  0.40
H29 -1.732 -3.558 -3.008  -0.30
H30 -3.424 -3.146 -2.815  0.20
C23 0.322 -2.889 4.631  -1.32
C24 1.472 -2.855 3.647  0.66
O12 1.733 -4.192 3.138  -0.30
C25 0.902 -4.687 2.288  0.21
O13 0.000 -4.106 1.734  -0.95
C26 1.209 -6.173 1.992  0.79
F16 1.904 -6.231 0.844  -0.21
F17 1.905 -6.731 2.965  -0.24
F18 0.076 -6.858 1.830  -0.24
H31 -0.566 -3.283 4.138  0.28
H32 0.072 -1.861 4.901  0.39
H33 0.559 -3.441 5.535  0.39
H34 2.399 -2.621 4.162  0.42
H35 1.286 -2.143 2.845  -0.49
C27 3.974 -2.069 -1.700  -1.59
C28 2.528 -2.351 -1.366  0.79
O14 2.147 -3.587 -2.071  -0.32
C29 0.977 -4.056 -1.864  0.32
O15 0.141 -3.658 -1.078  -0.23
C30 0.760 -5.346 -2.693  0.95
F19 1.423 -6.345 -2.133  -0.21
F20 -0.532 -5.644 -2.722  -0.22
F21 1.206 -5.192 -3.946  -0.26
H36 4.050 -1.898 -2.779  0.41
H37 4.655 -2.855 -1.397  0.38
H38 4.214 -1.100 -1.261  0.39
H39 1.853 -1.562 -1.686  0.02
H40 2.392 -2.523 -0.300  -0.13



A 8-piece molecular cluster, C30H40F21O15 overall in a non-equilibrium geometry, computed with ωB97M-V with the def2-TZVPD basis set.

Computed properties:
electronic energy: -119539.36427 eV
net charge: -1
largest force on an atom: 3.9 eV/Å
E_HOMO: -0.1730 hartree
gap between HOMO and LUMO: 6.734 eV

Last column: Mulliken charge in e.
Positions of all 106 atoms, in Å:
C1 -1.429 -0.479 1.497  -1.01
C2 0.102 -0.840 1.280  0.09
O1 0.321 -2.099 0.950  -1.04
H1 -1.816 -1.112 2.351  0.18
H2 -2.072 -0.790 0.664  0.29
H3 -1.566 0.598 1.738  0.20
H4 0.512 -0.475 2.240  0.20
H5 0.455 -0.046 0.537  -0.24
C3 0.201 3.301 2.585  -1.10
C4 1.650 2.930 2.934  0.05
O2 2.446 3.525 1.853  -0.23
C5 3.054 4.681 2.161  0.39
O3 3.032 5.140 3.292  -0.57
C6 3.642 5.478 1.005  0.90
F1 4.653 6.242 1.402  -0.26
F2 4.039 4.709 -0.041  -0.25
F3 2.734 6.268 0.513  -0.25
H6 -0.540 2.680 3.132  0.44
H7 0.037 3.084 1.514  0.25
H8 -0.060 4.368 2.789  0.26
H9 1.813 1.767 2.840  -0.06
H10 1.998 3.261 3.874  0.47
C7 2.896 -3.958 3.376  -1.03
C8 1.612 -4.389 2.673  0.58
O4 1.962 -5.552 1.865  -0.18
C9 1.999 -6.746 2.362  0.23
O5 1.630 -7.094 3.415  -0.55
C10 2.794 -7.683 1.444  0.99
F4 2.080 -7.767 0.260  -0.27
F5 4.014 -7.258 1.151  -0.23
F6 2.818 -8.921 1.957  -0.25
H11 3.541 -3.334 2.693  0.04
H12 3.395 -4.812 3.745  0.52
H13 2.583 -3.367 4.241  0.33
H14 1.214 -3.546 2.014  -0.29
H15 0.937 -4.679 3.501  0.31
C11 -0.580 8.304 -1.285  -0.90
C12 -1.416 8.873 -0.095  -0.29
O6 -1.670 7.783 0.895  -0.31
C13 -2.633 6.870 0.558  0.36
O7 -3.202 6.729 -0.460  -0.50
C14 -2.844 5.994 1.800  0.89
F7 -4.119 6.001 2.144  -0.25
F8 -2.496 4.675 1.431  -0.24
F9 -2.118 6.264 2.876  -0.24
H16 -0.994 7.457 -1.778  0.36
H17 0.384 7.999 -0.910  0.17
H18 -0.341 9.202 -1.925  0.32
H19 -2.437 9.132 -0.453  0.31
H20 -0.886 9.522 0.539  0.34
C15 3.884 -1.654 0.582  -1.78
C16 3.174 -0.423 1.159  0.46
O8 3.935 0.471 2.053  -0.23
C17 5.037 1.112 1.642  0.28
O9 5.557 1.053 0.570  -0.56
C18 5.405 2.020 2.836  0.93
F10 5.532 3.270 2.432  -0.28
F11 4.562 1.986 3.826  -0.21
F12 6.671 1.610 3.138  -0.29
H21 3.125 -2.449 0.605  0.31
H22 4.719 -1.997 1.185  0.58
H23 4.291 -1.502 -0.406  0.36
H24 2.365 -0.604 1.864  -0.11
H25 2.921 0.292 0.414  0.54
C19 1.059 -1.503 -2.350  -0.91
C20 0.388 -2.776 -1.777  0.09
O10 1.281 -3.877 -2.043  -0.18
C21 1.324 -4.419 -3.240  0.29
O11 0.552 -4.332 -4.145  -0.59
C22 2.452 -5.417 -3.246  0.90
F13 2.134 -6.698 -3.232  -0.26
F14 3.040 -5.173 -4.490  -0.31
F15 3.347 -5.211 -2.281  -0.20
H26 1.103 -1.585 -3.441  0.45
H27 2.086 -1.514 -1.911  0.14
H28 0.655 -0.529 -2.000  0.16
H29 -0.596 -2.924 -2.237  -0.05
H30 0.352 -2.799 -0.737  0.51
C23 -2.868 -2.665 -5.358  -1.22
C24 -1.524 -1.943 -5.026  0.37
O12 -1.844 -0.823 -4.092  -0.20
C25 -2.121 0.384 -4.531  0.27
O13 -1.976 0.828 -5.667  -0.58
C26 -2.667 1.339 -3.453  0.90
F16 -2.187 2.592 -3.681  -0.27
F17 -4.016 1.402 -3.413  -0.26
F18 -2.351 0.932 -2.238  -0.17
H31 -2.681 -3.646 -5.708  0.44
H32 -3.518 -2.155 -6.133  0.30
H33 -3.417 -2.634 -4.436  0.27
H34 -0.989 -1.562 -5.897  0.36
H35 -0.894 -2.637 -4.473  -0.16
C27 -5.138 -2.821 1.878  -1.04
C28 -5.345 -2.656 0.417  -0.09
O14 -5.677 -1.248 0.124  -0.30
C29 -5.701 -0.998 -1.182  0.32
O15 -5.511 -1.839 -2.056  -0.61
C30 -6.249 0.366 -1.458  1.09
F19 -6.452 0.669 -2.691  -0.23
F20 -7.449 0.321 -0.800  -0.30
F21 -5.512 1.261 -0.796  -0.25
H36 -4.251 -2.245 2.160  0.13
H37 -4.898 -3.878 2.117  0.35
H38 -5.886 -2.420 2.535  0.35
H39 -6.146 -3.307 0.056  0.35
H40 -4.415 -2.938 -0.111  0.26